Entry 1:
98
Properties=species:S:1:pos:R:3:forces:R:3:lowdin_charge:R:1 method="wB97M-V/def2-TZVPD" molar_mass_g_mol=948.7 e_tot_ev=-121962.71528 homo_lumo_gap_ev="6.3133 / 6.3127" relative_energy_kj_mol=0.0 homo_energy_ev="-15.4 / -15.4" charge=+3
Re -0.07459 -0.44175 0.49765 -1.255 0.245 0.688 1.2982
C -0.09777 5.76726 2.32376 -0.003 0.008 -0.002 -0.0360
C 0.54043 4.98654 3.27548 0.001 -0.037 -0.004 -0.0386
C 0.89648 3.67591 2.97947 -0.053 0.064 0.022 -0.0641
C 0.60442 3.15508 1.72185 -0.067 -0.019 0.045 -0.3477
C -0.02265 3.94859 0.75791 0.062 0.061 0.004 -0.1083
C -0.37336 5.25193 1.06029 -0.002 -0.020 0.001 -0.0481
P 1.12646 1.51250 1.23622 0.064 -0.391 0.089 1.0265
C 1.80389 0.60967 2.64720 0.049 -0.001 0.026 -0.3719
C 3.00589 -0.08783 2.53298 0.024 0.019 0.023 -0.0767
C 3.43901 -0.89743 3.57732 -0.029 0.020 -0.022 -0.0515
C 2.67737 -1.00750 4.72986 -0.022 0.005 0.018 -0.0371
C 1.47679 -0.30750 4.85220 0.021 -0.028 -0.015 -0.0483
C 1.03295 0.48783 3.81311 0.044 0.010 -0.016 -0.1238
C 2.39738 1.68191 -0.00615 -0.033 0.099 -0.102 -0.3197
C 3.40115 2.61519 0.02069 0.107 0.019 -0.059 -0.0271
C 4.31170 2.70030 -1.05465 -0.049 0.000 0.086 -0.0255
C 4.14659 1.90061 -2.15083 -0.024 -0.037 -0.041 0.0108
C 3.08149 0.96467 -2.22451 0.066 0.004 -0.053 -0.1574
C 2.82924 0.21122 -3.39821 0.052 0.049 0.033 0.0038
C 1.74459 -0.62123 -3.46887 -0.109 -0.061 0.056 -0.0537
C 0.90771 -0.78615 -2.34423 0.168 0.055 -0.203 -0.1558
C 1.12924 -0.12207 -1.15279 -0.201 -0.069 0.086 -0.3027
C 2.21234 0.82229 -1.11669 0.004 -0.019 -0.155 -0.2162
H -0.37053 6.78741 2.56007 0.004 -0.009 -0.007 0.1233
H 0.77182 5.39771 4.24882 -0.002 -0.004 -0.005 0.1224
H 1.40920 3.08022 3.72305 -0.001 0.013 -0.007 0.1055
H -0.21263 3.55537 -0.23553 0.000 0.012 0.012 0.0912
H -0.85236 5.87213 0.31408 0.007 -0.001 0.005 0.1194
H 3.61368 0.02946 1.64310 0.006 -0.009 0.007 0.1058
H 4.38326 -1.42107 3.50186 -0.005 0.005 -0.005 0.1174
H 3.02404 -1.62621 5.54739 -0.005 0.010 -0.002 0.1228
H 0.89624 -0.38314 5.76267 0.014 0.008 -0.005 0.1228
H 0.09284 1.02326 3.90348 0.000 -0.017 -0.007 0.1131
H 3.49593 3.29561 0.85945 0.002 0.002 -0.011 0.1280
H 5.11922 3.41870 -1.01902 -0.012 0.003 0.004 0.1243
H 4.81843 1.99212 -2.99603 -0.004 -0.005 0.009 0.1308
H 3.48620 0.33076 -4.25196 -0.005 0.002 0.018 0.1303
H 1.52712 -1.15553 -4.38563 0.002 0.013 0.008 0.1184
H 0.06065 -1.46129 -2.43125 0.021 -0.029 0.013 0.0924
C 3.64894 -2.64764 -0.36842 -0.061 -0.082 -0.069 0.0317
N 3.01894 -3.83404 -1.02629 0.013 -0.005 0.106 -0.1554
C 3.61804 -5.10936 -0.51729 -0.027 0.107 -0.053 0.0270
C 1.49742 -3.78866 -0.96508 0.068 0.032 -0.006 -0.0592
C 0.94341 -3.63772 0.42306 -0.027 -0.064 0.087 -0.2237
C 0.88964 -4.75609 1.24646 -0.045 -0.018 0.022 -0.0185
C 0.41084 -4.68299 2.55308 0.018 0.028 -0.027 -0.0182
C -0.03463 -3.47525 3.05569 -0.062 0.001 0.012 -0.0319
C -0.01059 -2.36201 2.22072 0.054 0.167 -0.149 -0.1596
C 0.44761 -2.41274 0.90420 0.330 -0.026 -0.294 -0.2089
H 4.71647 -2.67096 -0.57182 0.013 0.014 0.015 0.1191
H 3.46432 -2.71584 0.70097 -0.004 0.023 0.001 0.1024
H 3.19657 -1.74497 -0.77402 0.021 0.014 0.001 0.0836
H 3.24812 -3.77749 -2.01937 -0.020 -0.015 -0.016 0.1846
H 3.50115 -5.14096 0.56139 -0.010 -0.016 0.013 0.1034
H 4.67407 -5.11448 -0.77529 0.006 -0.015 0.016 0.1166
H 3.11481 -5.95099 -0.98569 0.012 -0.013 -0.003 0.1150
H 1.15025 -4.70727 -1.43674 0.020 -0.012 -0.001 0.1476
H 1.22273 -2.94041 -1.58033 -0.032 -0.025 -0.006 0.0875
H 1.20201 -5.72033 0.86261 0.001 0.000 0.012 0.1240
H 0.38469 -5.57202 3.16907 0.006 0.006 -0.010 0.1286
H -0.40343 -3.39673 4.06969 0.002 -0.004 -0.009 0.1257
H -0.38051 -1.41966 2.65656 0.075 0.093 -0.040 0.0763
C -1.65603 -0.05603 -0.39445 0.397 -0.077 0.043 -0.4219
Ge -2.65965 0.11711 -1.98025 0.188 0.097 -0.017 1.2400
C -2.07380 1.38926 -3.20905 0.172 0.231 -0.237 -0.3102
C -2.74444 1.58869 -4.42638 0.099 0.004 0.036 -0.0805
C -2.30612 2.57288 -5.29400 0.005 -0.006 -0.016 -0.0362
C -1.20279 3.35033 -4.95983 -0.004 0.004 -0.016 -0.0211
C -0.52482 3.15192 -3.76038 0.005 -0.039 0.049 -0.0455
C -0.95392 2.17237 -2.88292 -0.117 0.082 -0.204 -0.1091
C -4.28456 -0.77937 -2.04141 -0.318 -0.088 -0.128 -0.3238
C -5.37245 -0.16522 -2.68253 -0.090 -0.235 0.058 -0.0890
C -6.59740 -0.81082 -2.70322 0.032 0.029 -0.016 -0.0374
C -6.72924 -2.06241 -2.11350 -0.013 -0.014 0.002 -0.0209
C -5.65191 -2.67327 -1.47799 0.015 -0.011 0.002 -0.0466
C -4.42798 -2.03252 -1.43016 -0.124 0.048 0.006 -0.0999
C -2.33705 0.48566 0.84809 0.635 -0.119 0.300 -0.3957
C -2.71067 -0.38857 1.88500 -0.070 -0.005 -0.045 -0.0689
C -3.22587 0.11022 3.07563 -0.012 -0.023 -0.029 -0.0375
C -3.38359 1.47789 3.23652 0.003 0.009 -0.016 -0.0199
C -3.05359 2.35714 2.20233 -0.036 0.005 -0.021 -0.0276
C -2.53626 1.86950 1.02235 -0.039 -0.030 0.013 -0.0528
H -3.59011 0.97334 -4.70328 -0.019 -0.021 0.008 0.1044
H -2.81883 2.73324 -6.23273 0.009 0.003 0.007 0.1256
H -0.86474 4.11623 -5.64590 -0.004 0.000 0.013 0.1261
H 0.33663 3.76130 -3.51801 -0.015 -0.006 -0.007 0.1176
H -0.42693 2.00587 -1.95279 0.040 -0.047 0.067 0.0689
H -5.27748 0.81073 -3.13956 0.021 0.026 -0.007 0.1016
H -7.44709 -0.34285 -3.18142 0.001 -0.012 0.002 0.1247
H -7.68434 -2.56977 -2.14862 -0.001 0.010 0.014 0.1265
H -5.77361 -3.64597 -1.02099 -0.011 0.003 -0.014 0.1201
H -3.59019 -2.50533 -0.93050 0.021 0.022 0.010 0.1001
H -2.63404 -1.45778 1.72545 0.009 0.000 0.015 0.1125
H -3.51966 -0.56850 3.86562 0.007 0.006 -0.008 0.1236
H -3.78287 1.86717 4.16423 -0.009 0.002 -0.014 0.1264
H -3.19813 3.42246 2.32824 -0.005 -0.016 0.006 0.1257
H -2.27724 2.54813 0.21963 0.039 0.008 0.007 0.1059

---

Entry 2:
105
Properties=species:S:1:pos:R:3:forces:R:3:lowdin_spin:R:1 method="wB97M-V/def2-TZVPD" molar_mass_g_mol=881.5 e_tot_ev=-148755.68883 spin_multiplicity=2 homo_lumo_gap_ev="6.8067 / 6.8640" homo_energy_ev="-9.5 / -9.5" charge=+1
Ti -0.33612 0.22036 -0.20759 0.709 -0.592 -0.809 0.9683
C 0.08830 4.25654 -2.07148 -0.073 -0.083 0.086 0.0004
C 0.21296 2.87893 -1.84428 -0.087 -0.097 0.163 0.0006
N -0.59540 2.19737 -1.04706 0.224 0.479 -0.032 0.0065
C -1.60693 2.87076 -0.41697 -0.032 0.100 -0.085 0.0057
C -1.79642 4.25439 -0.57303 0.002 0.033 -0.025 0.0010
C -0.90670 4.94197 -1.42691 0.006 -0.132 0.046 0.0006
C -2.87383 4.87804 0.10107 -0.004 -0.001 0.020 -0.0034
C -3.71240 4.11960 0.86599 0.022 0.094 -0.036 0.0003
C -3.53245 2.73082 1.01651 0.126 -0.177 -0.124 -0.0042
C -2.48987 2.08489 0.38458 -0.057 0.236 0.247 0.0032
N -2.14355 0.75730 0.39899 -0.249 -0.144 -0.005 -0.0028
C -2.99031 -0.30871 0.64625 -0.166 -0.179 0.016 0.0052
C -3.92251 -0.47237 1.64551 0.133 0.054 -0.183 0.0045
C -4.71664 -1.63914 1.69407 -0.023 -0.124 -0.059 0.0005
C -4.61435 -2.62253 0.75089 0.042 0.057 0.029 0.0038
C -3.66185 -2.49853 -0.29272 -0.063 0.001 0.030 0.0006
C -3.54016 -3.40514 -1.37118 0.114 0.095 -0.031 0.0014
C -2.61065 -3.17949 -2.35074 -0.029 0.068 0.165 -0.0003
C -1.73843 -2.08642 -2.21328 0.005 -0.008 0.129 0.0023
N -1.82016 -1.22293 -1.22117 0.084 -0.055 0.071 0.0013
C -2.81535 -1.38010 -0.29546 -0.098 0.134 -0.053 0.0027
H 0.78065 4.74969 -2.73737 0.006 0.014 -0.008 0.0000
H 1.01529 2.32660 -2.31862 -0.058 0.017 0.036 0.0001
H -1.02534 6.00797 -1.56827 -0.017 0.045 -0.006 0.0000
H -3.01861 5.94338 -0.00472 -0.020 0.051 -0.004 -0.0002
H -4.54024 4.58646 1.38149 -0.018 0.038 0.006 0.0001
H -4.22477 2.18149 1.63311 -0.030 -0.026 0.014 -0.0003
H -4.04605 0.28387 2.40547 0.020 0.011 0.033 0.0001
H -5.43703 -1.73793 2.49492 -0.019 -0.020 0.007 0.0000
H -5.25045 -3.49489 0.78255 -0.060 -0.048 0.008 0.0002
H -4.19426 -4.26582 -1.41603 -0.027 -0.038 -0.006 0.0001
H -2.49456 -3.84807 -3.18988 -0.008 -0.031 -0.030 -0.0001
H -0.93612 -1.94081 -2.93052 -0.046 0.018 0.050 0.0000
C 5.26138 0.34587 0.85510 0.132 0.015 0.093 0.0002
N 4.06685 0.34568 0.03266 -0.184 0.005 -0.130 0.0013
C 4.01149 0.42220 -1.33289 -0.049 0.004 -0.078 -0.0004
C 2.69096 0.42221 -1.65908 0.123 -0.102 -0.140 0.0011
N 1.93604 0.35188 -0.51188 -0.328 -0.031 0.032 0.0023
C 2.80493 0.30311 0.48013 -0.005 0.031 0.227 0.0008
H 6.11338 0.09542 0.22771 -0.008 0.007 0.042 0.0000
H 5.16429 -0.41305 1.62858 0.021 0.054 -0.003 0.0000
H 5.41220 1.32789 1.30249 0.024 -0.046 -0.006 0.0001
H 4.89860 0.45558 -1.93688 0.053 0.011 -0.055 -0.0001
H 2.25168 0.43445 -2.64165 -0.019 0.028 -0.036 0.0000
H 2.55692 0.24863 1.52719 -0.011 0.005 -0.022 -0.0008
C -1.98775 5.13376 6.99233 0.016 -0.046 0.001 0.0000
C -1.32356 3.75072 7.04027 -0.035 0.013 -0.008 0.0000
C -0.13165 3.79273 8.00488 -0.018 0.021 0.005 0.0000
C -2.35200 2.75556 7.57996 0.044 -0.006 0.004 0.0000
C -0.81145 3.35463 5.65453 -0.010 0.000 0.032 0.0004
C -0.01476 4.25197 4.93584 0.001 -0.002 0.039 0.0001
C 0.52339 3.95586 3.68924 -0.027 -0.149 -0.059 0.0003
C 0.23533 2.71269 3.17063 -0.139 -0.032 0.204 -0.0009
O 0.60731 2.15399 1.96869 -0.010 0.012 0.044 0.0015
B -0.02209 0.88988 1.91262 0.117 0.036 -0.116 -0.0081
O -0.70526 0.67103 3.11265 -0.029 -0.119 0.092 -0.0029
C -0.55448 1.81251 3.86392 0.117 0.218 0.035 -0.0010
C -1.08422 2.09952 5.10526 0.058 0.008 -0.179 -0.0001
H -2.38648 5.38857 7.97452 -0.008 0.001 0.046 0.0000
H -2.81039 5.14699 6.27775 -0.050 -0.009 -0.041 0.0000
H -1.28583 5.91684 6.71360 0.041 0.040 -0.028 0.0000
H -0.46694 4.04786 9.01036 -0.016 0.021 0.063 0.0000
H 0.60095 4.53652 7.69369 0.037 0.035 -0.020 0.0000
H 0.36840 2.82500 8.04571 0.013 -0.048 0.004 0.0000
H -2.73917 3.11513 8.53305 -0.004 0.011 0.032 0.0000
H -1.91312 1.77375 7.75786 0.025 -0.051 -0.002 0.0000
H -3.19565 2.63818 6.89929 -0.047 0.014 -0.034 0.0000
H 0.20236 5.21991 5.36319 0.014 0.052 0.026 0.0000
H 1.13431 4.66647 3.15232 0.033 0.039 -0.031 0.0000
H -1.69313 1.36885 5.61364 -0.039 -0.044 0.030 0.0000
C 5.52192 -3.19244 0.52011 0.016 -0.029 0.007 0.0001
C 4.91382 -3.06121 -0.71834 -0.023 0.000 -0.036 0.0000
C 3.53190 -2.97289 -0.80920 -0.034 0.002 -0.077 -0.0001
C 2.73850 -3.03700 0.33330 -0.032 -0.028 -0.062 -0.0007
C 3.35923 -3.14365 1.57550 -0.032 0.027 0.047 0.0000
C 4.74122 -3.22368 1.66610 0.036 -0.012 0.024 0.0000
As 0.80365 -2.82799 0.16990 -0.244 0.449 0.377 0.0019
C 0.24400 -4.36097 -0.89526 0.099 0.008 -0.040 -0.0010
C -0.65835 -5.30145 -0.41188 -0.015 0.033 0.066 -0.0001
C -1.12208 -6.31591 -1.23779 -0.027 -0.028 0.022 -0.0001
C -0.68921 -6.40547 -2.55068 0.003 -0.018 -0.002 0.0000
C 0.20240 -5.46446 -3.04398 0.020 0.003 -0.042 0.0000
C 0.65431 -4.44282 -2.22409 0.068 0.057 -0.041 0.0000
C 0.19979 -3.36321 1.93192 0.080 -0.102 -0.080 0.0023
C 0.61886 -4.54937 2.53584 0.015 -0.065 -0.029 0.0002
C 0.13783 -4.90308 3.78429 0.022 -0.021 -0.010 0.0000
C -0.76706 -4.07685 4.44093 -0.023 0.029 0.005 0.0001
C -1.18493 -2.89810 3.84735 0.016 -0.007 -0.003 0.0002
C -0.70095 -2.54287 2.59398 -0.150 0.221 -0.048 0.0026
H 6.59758 -3.27625 0.59128 0.043 0.007 0.009 0.0000
H 5.51329 -3.03221 -1.61896 0.014 0.002 -0.018 0.0000
H 3.08209 -2.84933 -1.78843 0.024 -0.017 0.067 0.0000
H 2.76888 -3.17659 2.48227 0.006 0.020 -0.022 0.0000
H 5.20693 -3.32302 2.63767 0.015 -0.007 0.028 0.0000
H -1.01440 -5.24868 0.60906 0.021 0.015 -0.005 0.0000
H -1.82263 -7.04146 -0.84628 -0.009 -0.030 0.006 0.0000
H -1.04045 -7.20567 -3.18629 -0.029 -0.033 -0.035 0.0000
H 0.54494 -5.52304 -4.06852 0.003 -0.006 -0.024 0.0000
H 1.33108 -3.70314 -2.64037 -0.035 -0.039 0.040 0.0000
H 1.32282 -5.20040 2.02799 -0.034 0.013 0.002 0.0001
H 0.46664 -5.82335 4.24695 0.012 -0.033 0.017 0.0000
H -1.14064 -4.35593 5.41650 -0.015 -0.005 0.032 0.0000
H -1.88151 -2.24367 4.35225 -0.030 0.029 0.028 0.0000
H -1.03157 -1.60388 2.15070 0.074 -0.219 0.072 0.0022